Record 1
Entry from OMol25: the molecule C4H7N3 (ωB97M-V/def2-TZVPD).

The geometry in ORCA input format:
```
! RIJCOSX wB97M-V def2-TZVPD def2/J DEFGRID3
* xyz 0 1
N -2.4267 -0.2333 0.0820
C -1.0467 -0.0130 -0.0296
C 0.0255 -0.8401 0.0746
C 1.2257 -0.0501 0.0478
N 2.4965 -0.6086 0.2728
C 1.0181 1.2974 -0.1903
N -0.5354 1.2924 -0.0817
H -2.9395 0.0010 -0.7619
H -2.6164 -1.1999 0.3169
H -0.0315 -1.9174 0.1947
H 3.2194 0.0310 -0.0360
H 2.6126 -1.5045 -0.1847
H 0.0372 1.6863 0.8090
H -1.0390 2.0585 -0.5136
*
```

## Properties
Energy relative to the best compared isomer or geometry (same formula, charge and spin) ... 85.8 kcal/mol



Record 2
Entry from OMol25: C7H9N as an isolated structure (ωB97M-V/def2-TZVPD).

The geometry in ORCA input format:
```
! RIJCOSX wB97M-V def2-TZVPD def2/J DEFGRID3
* xyz 0 1
C 0.2899 -0.6671 0.0167
C 1.3731 -0.2794 0.9973
C 1.4268 0.3228 -0.3097
C 0.7591 1.6193 -0.4215
C -0.6396 1.5052 -0.3118
C -0.9467 0.1016 0.1402
C -2.2395 -0.2188 0.2347
H 0.8958 -2.4721 -1.0299
H -0.9624 -1.8252 -1.4502
H 1.1333 0.0220 2.0825
H 2.1185 -1.0035 1.1696
H 2.3055 0.1011 -1.0045
H 0.9753 2.7429 -0.6096
H -1.2058 2.3678 -0.0178
H -2.8884 0.8529 0.2488
H -2.5040 -1.2650 0.8725
N 0.1091 -1.9046 -0.6074
*
```

## Properties
Energy relative to the best compared isomer or geometry (same formula, charge and spin) ... 141.4 kcal/mol



Record 3
Entry from OMol25: the molecule C13H11IO2 (ωB97M-V/def2-TZVPD).

The geometry in ORCA input format:
```
! RIJCOSX wB97M-V def2-TZVPD def2/J DEFGRID3
* xyz 0 1
C 3.1423 -1.2631 1.0156
C 2.8814 -0.4815 -0.2855
I 1.6399 -1.5702 -1.6825
C 2.3677 0.9604 -0.0717
C 0.8605 1.0924 0.1155
C 0.2255 2.0888 -0.4866
C -1.2660 2.1762 -0.3269
O -1.8732 3.2236 -0.2262
C -1.9510 0.8327 -0.2576
C -3.1801 0.6081 -0.8127
C -3.7075 -0.6540 -0.7316
C -3.0490 -1.6850 -0.1241
C -1.8180 -1.4645 0.4526
C -1.2957 -0.2093 0.3663
C 0.0673 0.1030 0.9345
O 0.4765 -0.3698 1.9774
H 2.2862 -1.9101 1.2171
H 3.2121 -0.5945 1.8728
H 4.0058 -1.9185 0.9015
H 3.8360 -0.3758 -0.8007
H 2.9437 1.4750 0.7022
H 2.5883 1.4838 -1.0072
H 0.7208 2.8249 -1.1100
H -3.7102 1.4130 -1.3057
H -4.6809 -0.8568 -1.1643
H -3.4742 -2.6804 -0.0970
H -1.2482 -2.2483 0.9346
*
```

## Properties
Energy relative to the best compared isomer or geometry (same formula, charge and spin) ... 0.0 kcal/mol



Result set for HOMO energy: -0.2733 -0.3008 -0.3508 hartree, one per record in the order listed.
Result set for strongest force on any atom: 0.4 5.7 1.9 eV Å⁻¹, one per record in the order listed.
Result set for orbital gap: 8.14 9.05 8.87 eV, one per record in the order listed.